The following is a DFT calculation (ωB97M-V/def2-TZVPD) of the ion C6H18N2 with charge +2 at a distorted geometry.

Last column: Mulliken charge in e.
Atoms and positions in Å:
H: -0.600 -0.037 2.290  0.375
H: 1.415 1.105 -1.328  0.415
H: 1.592 -0.859 2.880  0.379
H: 0.353 -1.880 3.538  0.393
H: -0.922 -1.548 1.454  0.496
C: -1.764 0.102 -0.683  -1.353
H: -0.598 1.410 0.497  0.500
H: 1.641 -1.141 -1.218  0.388
N: 0.802 -1.500 2.687  -0.133
H: 0.048 3.255 -1.088  0.402
H: 1.209 -2.293 2.258  0.328
H: 0.064 0.581 -2.240  0.464
H: 0.041 -1.798 -0.982  0.376
C: -0.361 0.604 -0.217  -0.076
N: -0.232 2.517 -1.792  -0.077
H: -2.337 0.904 -1.137  0.342
H: -2.239 -0.540 -0.001  0.388
H: 1.474 -2.366 -0.103  0.417
H: 1.402 0.189 0.931  0.430
C: -0.152 -0.901 1.737  -1.220
C: 0.339 1.283 -1.425  -1.235
H: -1.230 2.491 -1.838  0.311
C: 1.008 -1.504 -0.496  -1.381
H: -1.619 -0.577 -1.561  0.406
C: 0.541 -0.432 0.494  0.268
H: 0.124 2.933 -2.659  0.399

Max |F| (eV/Å): 5.65
LUMO level (eV): -6.36
Relative energy (zero: lowest compared OMol25 entry of this formula, charge and spin) (kJ/mol): 117.8
SMILES: C[C@H](C[NH3+])[C@H](C)C[NH3+]
Total charge: +2
Frontier orbital gap (eV): 12.57
Highest occupied orbital energy (Eh): -0.6957